Record 1
The following is a DFT calculation (ωB97M-V with the def2-TZVPD basis set) of a cluster of 17 separate species, C36H91NO17S2Si in total.

```
148
Properties=species:S:1:pos:R:3:lowdin_charge:R:1
C -0.7666 1.7502 0.0159 -0.0649
H 1.3397 1.1662 -6.1912 0.0793
H 5.9125 -10.9347 2.5437 0.0776
H 1.3039 6.1565 3.6688 0.0756
H 4.4508 -12.1052 3.8796 0.0779
C -3.9413 4.0134 -10.8244 -0.1561
H -8.4559 1.5847 1.5690 0.0754
C -3.1288 0.2249 -4.8639 -0.0226
H -0.0262 1.3988 6.2930 0.0661
C -1.7386 -1.6284 6.9612 -0.1513
H 3.1547 3.0427 -3.1652 -0.0229
H 4.0898 -10.3538 3.8194 0.0430
H 2.3947 6.7707 -3.3900 0.0765
O 6.2719 -3.9894 0.0765 -0.1321
C -4.1881 -1.6389 -3.5850 -0.0159
H 4.8696 -4.5513 -1.3334 0.0779
H -1.5159 3.8142 0.4995 0.0876
C -7.7718 -0.2911 -1.8504 -0.1624
C -2.8658 1.7197 -2.0710 -0.0180
H 3.1653 0.4447 -5.2230 0.0555
O -3.2624 2.6179 3.1625 -0.1315
O -8.1261 -0.4181 1.1781 -0.1406
C -5.2892 -0.8724 -5.7563 -0.0595
C -2.0036 0.5531 -1.9089 -0.1908
H 1.7466 4.6262 4.4871 0.0684
O -4.6633 3.5988 -9.6704 -0.1356
O -2.2622 3.3738 -5.5695 -0.1470
C 2.1215 2.0392 10.0097 -0.1504
H 2.3993 -9.3489 6.1032 0.0808
O 3.0737 -7.5704 0.2662 -0.1356
H 1.2669 2.5433 5.8325 0.0488
C -1.6247 2.9223 -0.1535 -0.0893
H -0.0880 -1.1157 1.3186 0.0543
H -5.5386 3.9980 -9.7230 0.0762
H 4.8245 1.1125 -5.6363 0.0718
O 3.3952 -2.4473 -3.4320 -0.1081
H 3.6193 3.5196 7.5001 0.0854
H 4.0341 -9.3065 0.8524 0.0644
C 3.6367 -1.6404 -2.2675 -0.2809
H 2.5441 0.0585 -3.0806 0.0630
H -0.7379 1.8839 -4.0910 0.0566
O 4.3035 -8.9758 5.4423 -0.1491
H 3.4729 0.5008 -1.5924 0.1151
N -2.0887 -0.6839 -2.6618 -0.1177
H 3.6095 1.1255 5.9802 0.0815
O 3.8575 5.5892 -2.5296 -0.1682
H -2.4911 -0.9748 7.3988 0.0820
H 3.6959 -9.9594 7.1575 0.0778
H 4.4264 3.8726 -5.0019 -0.0418
H 4.3907 1.3519 7.5636 0.0681
H 3.5096 -8.2288 2.1786 0.0767
H -3.8535 4.5881 3.3573 0.0791
H 3.3333 -8.2093 7.1001 0.0762
C -4.2091 0.1274 -5.8601 -0.0462
H -2.5316 3.4330 -7.6023 0.0801
C 0.2721 1.4140 -4.2640 -0.4416
H 4.2234 -3.9001 0.1919 0.0788
C -3.8526 3.7863 2.6135 -0.1563
H 1.8326 5.5502 -2.2227 0.0739
C 1.7436 3.2501 -5.4847 -0.3222
O -6.4765 0.2343 -1.5853 -0.1327
H -6.0253 -2.5338 -4.4449 0.0989
H -2.3384 0.9909 -5.0138 0.0718
H -7.4184 -0.2016 0.5568 0.0388
O 3.4081 2.5927 10.2734 -0.1312
H -3.2925 3.8068 -1.2819 0.0993
C 2.6157 6.2754 -2.4405 -0.1633
H -4.4538 3.6714 -11.7268 0.0755
H -1.8200 -2.6223 7.4085 0.0758
C -3.1050 -0.6557 -3.7021 -0.2326
H 5.1664 1.2905 -2.9545 0.0929
H -2.3544 2.8421 3.4076 0.0417
C -0.9617 0.6096 -0.8557 -0.0257
H -6.0920 -0.9782 -6.5154 0.0971
H -3.6639 1.7220 -2.8430 0.0977
H -0.2841 -0.2662 -0.7155 0.0671
H -9.0097 0.4404 2.8145 0.0764
H -4.2422 0.7833 -6.7672 0.0885
H -3.2913 4.1001 1.7305 0.0446
H 4.5343 6.2476 -2.7225 0.0773
O -0.4516 -1.0817 7.2264 -0.1370
C 4.9945 -4.5309 -0.2476 -0.1526
H -5.8360 -0.3726 -1.9757 0.0454
C -3.1150 3.5712 -6.6939 -0.1395
C 3.3830 -9.1316 6.5163 -0.1468
C 3.9281 -8.2684 1.1692 -0.1555
H 2.6555 7.0154 -1.6370 0.0737
O -0.4505 2.6384 4.6924 -0.1445
H 1.3640 2.6893 10.4441 0.0819
H -3.5219 4.5848 -6.6771 0.0822
C -5.2503 -1.7473 -4.5810 -0.0828
H 4.9065 -7.7896 1.1663 0.0732
H -2.9457 3.5743 -10.7886 0.0779
H 4.9742 2.2565 6.1349 0.0801
C 0.1919 2.4119 5.9447 -0.1292
C 4.1326 -11.2774 3.2396 -0.1552
H 5.1645 -8.7846 5.8307 0.0826
C -2.6610 2.8877 -1.1947 -0.0595
H 1.9631 1.9710 8.9312 0.0592
C 3.5212 -0.1048 -2.5361 -0.1836
C 4.0112 1.0760 -4.8493 -0.3183
C -1.0709 -0.6485 2.9256 -0.1442
H 2.0479 1.0466 10.4615 0.0780
H -8.5137 0.3772 -1.4174 0.0809
O 3.1706 2.8928 6.9196 -0.1540
H -0.8459 -0.2156 3.9006 0.0640
H -1.7913 -0.0113 2.4058 0.0754
H -0.0973 2.2693 -6.2551 0.0945
C 4.0926 1.8490 6.6356 -0.1409
H 2.0061 3.5730 -6.5387 0.0738
H -1.4920 -1.6478 3.0638 0.0791
H 1.1750 4.0937 -5.0160 0.0733
H -4.8790 3.5604 2.3271 0.0775
H -1.9007 -1.6930 5.8823 0.0633
H -7.8673 -1.2801 -1.3955 0.0819
H 2.6495 -3.0407 -3.2336 0.0460
H 4.6243 -1.8769 -1.7800 0.1154
H -0.0980 1.9901 4.0714 0.0639
C 0.8041 1.9916 -5.6367 -0.3277
H 2.8409 -1.9036 -1.5106 0.0960
H 6.9345 -4.5630 -0.3227 0.0716
H -0.1854 3.1310 6.6702 0.0910
H 5.3354 -0.3721 -3.7917 0.1053
H -4.1949 -2.3545 -2.7313 0.1171
C -0.7909 -1.1542 -3.1385 -1.0121
H 0.0088 1.7757 0.8200 0.1045
H -7.9330 -0.3598 -2.9297 0.0752
H -3.8545 5.1028 -10.8376 0.0765
S -0.1362 -2.4798 -2.3856 0.7039
H 0.2214 5.4478 4.8905 0.0758
H -2.7993 3.5012 -4.7784 0.0747
H 3.1458 -11.4953 2.8323 0.0812
Si 3.4146 2.8796 -4.6183 0.6663
H 0.1968 -1.6748 6.8309 0.0752
H -7.2709 0.7726 2.6351 0.0759
H 4.9076 -5.5415 0.1565 0.0546
O 5.0501 -11.1257 2.1595 -0.1391
H 0.8943 1.6854 -3.3735 0.0734
O 0.1362 -0.7310 2.1736 -0.1360
O 1.9168 6.3338 5.6352 -0.1287
H 2.2176 -8.0108 0.2868 0.0721
C -8.2172 0.6591 2.1002 -0.1534
H 2.8328 6.4521 5.3620 0.0712
C 1.2616 5.5976 4.6079 -0.1608
H 4.0590 2.0010 9.8807 0.0594
C 4.6465 0.4659 -3.5199 -0.2409
H -3.9283 2.8446 -6.6741 0.0529
S 0.1578 -0.4289 -4.5022 0.8943
```

Relative energy (zero: lowest compared OMol25 entry of this formula, charge and spin), kJ/mol: 245.5
Energy, Ha: -3845.536603
LUMO, eV: -0.80

=====

Record 2
The following is a DFT calculation (ωB97M-V with the def2-TZVPD basis set) of the molecule C5H7NO.

```
14
Properties=species:S:1:pos:R:3:lowdin_charge:R:1
O -1.5019 0.1558 -0.8718 -0.0592
H -3.0397 -0.1166 0.2064 0.0626
H 2.6012 -1.3744 0.2816 0.1352
N -0.1351 0.0898 -0.6840 -0.1948
H 0.1688 2.2939 -0.0432 0.1817
C 0.4541 1.1508 -0.2223 -0.0915
H 0.3293 -1.9669 -1.0027 0.2031
H -1.7211 -1.0923 0.9453 0.0959
H -1.9152 0.7825 1.2672 0.1606
H 2.7498 1.2701 0.1171 0.1381
C -1.9916 -0.1637 0.3889 -0.1405
C 0.4840 -0.9710 -0.2503 -0.2102
C 1.7672 -0.7019 -0.0753 -0.1376
C 1.7502 0.6439 -0.0568 -0.1435
```

Structure (SMILES): COn1cccc1
Relative energy (zero: lowest compared OMol25 entry of this formula, charge and spin), kJ/mol: 595.3
Energy, Ha: -324.497724
LUMO, eV: 1.04

=====

Record 3
The following is a DFT calculation (ωB97M-V with the def2-TZVPD basis set) of a structure of composition C25H38F16NbO12.

```
92
Properties=species:S:1:pos:R:3:lowdin_charge:R:1
C 8.2287 -2.3265 1.9604 -0.5484
H 8.5251 -5.5432 7.1368 0.0794
O 3.4635 4.5012 0.2000 0.0466
H -7.7050 -1.2963 -3.2126 0.1244
C -4.9051 1.5341 -3.1675 -0.5467
C 6.3461 0.0745 2.3065 -0.2869
C -9.1354 0.3018 -3.5263 -0.0567
C -7.9085 -0.4904 -3.9164 -0.1905
F 1.8263 0.5663 0.2381 0.1179
F 2.1504 0.6564 -1.8979 0.1347
H 9.3738 -6.8817 7.9220 0.0794
H 6.5958 -3.2407 3.1170 0.0356
H 7.0340 0.4982 1.5607 0.1078
O -11.7057 2.8853 -4.9254 0.1669
F -5.1962 2.5058 -4.0386 0.1675
H -0.4767 -2.6270 -3.5590 0.1222
H -13.5299 3.9326 -6.2284 0.1245
H -14.1227 5.6666 -3.7698 0.0840
H 8.0414 -6.0583 8.7527 0.0820
O 6.6713 -5.7943 5.1711 0.1695
O -12.0435 5.0789 -5.3383 0.0355
C -6.1379 0.6501 -2.8820 -0.4011
H -13.7407 5.6830 -6.2469 0.1248
H -9.2996 1.1167 -4.2256 0.0593
H -15.3140 4.6622 -4.6133 0.0823
H -10.0145 -0.3422 -3.5299 0.0853
C 2.9057 5.4745 -0.4851 -0.4148
F -9.2577 4.6547 -5.9357 0.1726
H -2.1711 -0.4566 -2.2173 0.0749
C -14.2581 4.7638 -4.3654 -0.0593
H 2.6176 -1.7899 1.4677 -0.1655
O 8.8318 -2.3649 0.9126 0.0859
F 4.1874 6.9600 0.8758 0.1638
F -4.4590 2.0888 -2.0501 0.1841
O -6.7501 0.3639 -4.0210 0.0330
H 4.5931 2.0280 -1.7977 0.0781
C -11.3294 4.0168 -5.0060 -0.4008
H -9.0240 0.7287 -2.5300 0.0838
H -1.0447 -2.6742 -1.8902 0.1256
H -13.9622 3.9100 -3.7573 0.0790
F -9.2160 3.4578 -4.1312 0.1662
H 7.5693 0.0498 4.0902 0.1208
H 7.7493 -7.7359 6.2038 0.1230
H 8.1031 -4.1628 2.9910 0.0888
F 2.8202 -1.0730 -0.7895 0.1305
H 7.0369 -4.0418 1.5935 0.0939
H 4.1378 -3.0441 2.9454 -0.1392
H 4.4489 3.7348 -2.2458 0.0768
H 5.5294 3.2594 -0.9333 0.0835
H -1.5562 -0.3893 -3.8681 0.0819
C 5.3089 -0.8139 1.6034 -0.4089
C 8.4010 -6.4094 7.7853 -0.0616
C -9.8622 4.4308 -4.7632 -0.5500
C 5.8876 -6.0574 6.0320 -0.3908
C 7.1833 -0.6509 3.3474 -0.1975
O 6.1039 -6.8339 7.0900 0.0268
C 7.4242 -7.3977 7.1869 -0.2047
H 6.6006 -1.4125 3.8664 0.0829
F -3.9288 0.7805 -3.6913 0.1537
O 8.3730 -1.2556 2.7762 -0.0245
C -1.8789 -1.0613 -3.0733 -0.0761
H 7.3111 -8.2707 7.8266 0.1217
F -9.7833 5.5431 -4.0312 0.1749
H 5.8585 0.9283 2.7890 0.0890
C 4.5723 3.0452 -1.4101 -0.0522
C 0.4936 -0.8543 -1.0979 -0.3931
H 3.5713 2.4798 0.4030 0.1165
C 2.9804 6.7855 0.3295 -0.5490
F 2.0747 6.7644 1.3156 0.1652
C 4.4277 -5.5536 6.0405 -0.5572
C 3.4445 3.1862 -0.4126 -0.1865
F 4.2800 -4.5518 5.2039 0.1594
O 0.4387 -1.3005 -2.3515 0.0256
H 2.9320 0.4581 2.7137 -0.1464
F 2.7217 7.8344 -0.4496 0.1617
Nb 3.5195 -1.2924 2.9165 1.2062
O -0.3437 -0.9779 -0.2591 0.1755
F 4.0697 -5.1613 7.2707 0.1617
H -2.7467 -1.6238 -3.4163 0.0793
C -13.4361 4.8391 -5.6324 -0.1937
O 2.3790 5.4178 -1.5582 0.1631
F 3.6139 -6.5600 5.6787 0.1601
O -6.4345 0.2780 -1.7872 0.1751
C 7.4196 -3.4953 2.4561 -0.0042
C -0.7593 -2.0118 -2.7067 -0.1981
H 5.7330 -1.7374 1.1969 0.0191
C 1.8529 -0.1654 -0.8629 -0.5693
H 2.4778 3.0041 -0.8744 0.1124
F 4.3418 -0.8280 4.6326 -0.5841
H -8.0242 -0.9281 -4.9055 0.1240
H 1.9446 -1.7733 3.7527 -0.1782
H 4.9340 -0.2685 0.7265 0.0062
```

Charge: -1
Energy, Ha: -3533.093830
LUMO, eV: 1.47

=====

Record 4
The following is a DFT calculation (ωB97M-V with the def2-TZVPD basis set) of a cluster of 2 separate species, C5H14NO in total.

```
21
Properties=species:S:1:pos:R:3:lowdin_charge:R:1
H -2.8022 1.3560 -1.2036 0.0823
C 0.5448 0.6828 -0.6858 -0.0404
H 1.8245 -2.3265 -0.7123 0.1982
H -2.1804 -0.1045 -1.7481 0.1029
C -0.7594 1.5139 -0.9437 -0.1644
O 2.4430 -0.4381 2.3255 -0.0910
C -2.2608 0.0564 0.4278 -0.1036
H -1.2727 0.0802 1.0422 0.0881
H -0.8497 2.1087 -0.0262 0.1170
H 2.5242 -1.2970 0.4607 0.1728
C -2.0573 0.6512 -0.9936 -0.2404
H 2.5363 -1.0168 -1.1510 0.1869
H -0.7316 2.0494 -1.9820 0.1547
H -0.1192 -1.3157 -0.1888 0.1431
H -2.4450 -1.0733 0.3898 0.0925
H 1.5430 -0.3606 2.7250 0.0734
H 3.1159 -0.3194 3.0643 0.1009
C 0.7082 -0.6227 -0.5110 -0.1918
N 1.8823 -1.3274 -0.4049 0.1416
H -3.1335 0.3634 0.8444 0.0288
H 1.4895 1.3401 -0.7287 0.1484
```

Charge: +1
Relative energy (zero: lowest compared OMol25 entry of this formula, charge and spin), kJ/mol: 272.9
Energy, Ha: -328.582300
LUMO, eV: -3.41

=====

Record 5
The following is a DFT calculation (ωB97M-V with the def2-TZVPD basis set) of a structure of composition C33H25N11Pb.

```
70
Properties=species:S:1:pos:R:3:lowdin_charge:R:1
C -1.3246 6.2921 -9.0534 -0.0033
H -2.5566 1.5877 -1.3839 0.1062
H 0.9434 2.7202 -4.5687 0.1252
C -1.0148 4.8873 -7.1208 -0.1544
H 1.0544 -4.1282 3.7247 0.1866
N -0.1067 1.8716 1.3290 -0.0224
H 3.7813 2.8667 0.8070 0.1252
C -0.4951 5.5009 -8.2824 0.0914
H -0.9682 -2.9283 -1.9130 0.1245
N -0.5918 1.3315 -1.9251 -0.0419
C 6.7401 0.6673 -0.5056 0.0705
H 8.9005 0.4079 -0.5524 0.1736
C 0.0813 -2.7441 -2.0755 -0.0662
H 5.3169 3.7261 -0.9898 0.1444
C 2.6730 -2.2827 -2.4845 -0.0245
H 1.3267 1.2158 -2.6496 0.1033
N 0.6443 -1.7475 -1.4128 -0.0256
N -2.6018 4.3323 -5.6512 0.2113
C 1.5150 3.4126 2.0718 -0.0259
H 0.5079 5.2671 -8.6138 0.1432
N 0.6096 4.0769 2.7470 0.1328
H 7.7512 4.2872 -1.2054 0.1718
H 0.5826 0.0131 3.5157 0.0997
C -1.8015 1.8543 -2.1083 -0.1280
H -1.3566 4.2844 3.3032 0.1385
C 0.9208 -2.0651 4.1427 -0.0388
C 0.3521 1.6532 -2.8079 -0.1038
N 0.4731 -1.5221 2.0281 -0.1220
N 2.0995 -3.2673 -3.1336 0.1330
H 4.4987 -0.5343 -1.6822 0.1245
C -2.6841 6.3990 -8.7586 0.0517
C 1.9421 -1.4759 -1.5948 -0.1918
C 3.4395 1.9637 0.3294 0.0891
H -3.3317 6.9344 -9.4405 0.1464
C -1.0069 2.5557 2.0137 -0.0677
C -1.3992 3.8290 -5.2777 -0.1973
C 8.0610 1.0882 -0.6414 0.0147
H 3.7246 -2.1561 -2.6951 0.1253
C 0.6366 -2.8354 2.1233 -0.1702
H -3.5019 4.1715 -5.2207 0.1840
H -2.0272 2.2084 1.9972 0.1243
C 3.8433 0.0534 -1.0613 0.0809
C 6.0621 2.9553 -0.8669 0.0682
C -2.4150 5.0080 -6.8326 -0.1396
C -0.6455 3.6978 2.7366 -0.0352
C 2.1304 1.5180 0.4995 -0.1684
C 2.5118 -0.3148 -0.8852 -0.1920
H 1.0990 -2.0755 5.1977 0.1369
C 4.3198 1.2118 -0.4476 -0.1150
N 8.3051 2.3421 -0.8810 0.3074
H 0.3948 -4.3444 -3.5268 0.1390
H -4.2222 6.0970 -7.2870 0.1441
C 0.6506 -1.0315 3.2941 -0.1336
C 0.1390 2.4853 -3.8901 0.0408
N 0.9095 -3.1881 3.3810 0.1069
H 0.5735 -3.5279 1.3070 0.1330
N 1.6971 0.4038 -0.1016 0.0447
C 5.7274 1.6232 -0.6137 -0.1223
Pb -0.5491 -0.2908 0.1763 1.3793
H 6.5294 -0.3688 -0.2909 0.1462
N -0.4446 4.1930 -6.1323 0.2224
C -3.2225 5.8238 -7.6007 0.0862
C -1.1429 3.0108 -4.1048 -0.0985
C 7.4108 3.2783 -1.0028 0.0108
C -2.1274 2.6849 -3.1651 0.0395
C 1.1683 2.2789 1.3160 -0.1893
H -3.1379 3.0533 -3.2286 0.1249
H -0.9389 6.7804 -9.9345 0.1348
H 2.5207 3.7970 2.1610 0.1262
C 0.8249 -3.5252 -2.9655 -0.0354
```

Charge: +4
Relative energy (zero: lowest compared OMol25 entry of this formula, charge and spin), kJ/mol: 30.2
Energy, Ha: -2066.345772
LUMO (spin up / spin down), eV: -12.44 / -13.76

=====

Record 6
The following is a DFT calculation (ωB97M-V with the def2-TZVPD basis set) of a structure of composition C31H30IrN5O2PS.

```
71
Properties=species:S:1:pos:R:3:mulliken_spin:R:1
H -0.3521 0.5133 2.6085 -0.0067
H -2.8712 3.5118 -0.2558 -0.0001
C -1.3682 -2.6318 -0.7642 -0.0592
C 1.3608 2.5001 -4.7087 0.0061
C 0.3801 -4.3014 -0.8594 -0.0779
N -1.6918 -1.3380 -0.4412 0.3659
H -0.2468 -6.2681 -1.4277 0.0084
H -5.2614 -1.9153 -0.2459 0.0252
C 3.3977 2.2173 1.7403 0.7684
H -2.6224 -5.6258 -1.7450 -0.0014
H -5.3058 3.6168 0.0189 0.0083
P 1.2997 1.7590 -0.1787 0.0605
C -6.9840 1.5153 0.0976 0.0184
H 3.7055 3.0348 -1.4008 0.0061
C -2.3030 -3.5930 -1.1713 0.1723
C -7.7431 0.3644 0.1082 0.0305
C 1.8844 1.3325 -4.1656 -0.0036
H -7.7181 -1.7841 -0.0174 0.0005
O 0.8590 -1.9988 -0.2336 0.0271
C -1.8977 -4.8884 -1.4248 -0.0615
C -2.7652 1.3756 -0.3194 0.2975
C -5.7510 -0.9583 -0.1425 0.0671
C 0.7283 3.2785 0.6281 0.0228
H 0.4249 4.0739 -1.8641 0.0002
O -1.4662 1.4684 -0.4299 0.1928
H -8.8204 0.4264 0.2054 0.0013
Ir -0.2066 -0.0611 -0.1050 0.8961
N -3.0335 -1.1208 -0.3359 0.3335
H 2.7734 -1.3067 -0.3679 -0.0007
C 2.2697 -2.2639 -0.4180 -0.0041
C 4.5813 0.3196 1.1480 -0.0120
N -0.2323 -0.3932 2.1711 0.1417
C -0.5636 -5.2474 -1.2563 0.1578
C -3.5060 0.1152 -0.2760 0.1709
C -4.9612 0.2033 -0.1430 0.0108
C 5.8881 1.9228 1.0792 0.0950
C -4.8060 2.6599 -0.0706 0.1931
C 5.3654 2.5612 -0.1788 0.0143
H 0.6743 3.1156 1.7042 -0.0135
C 0.8360 3.2990 -2.4991 0.0296
C 4.0700 2.5258 -0.5154 0.0754
N 0.9539 -0.9797 2.7641 0.0038
H 0.9356 -1.9644 2.5213 0.0006
H 1.3572 2.6431 -5.7821 0.0003
C -5.5930 1.4558 -0.0306 -0.0054
H 6.7151 2.4569 1.5388 0.0007
H -1.0288 -0.9437 2.4772 -0.0092
H 2.4260 -2.7263 -1.3902 0.0030
C 0.8394 3.4801 -3.8774 0.0002
C -3.4632 2.6052 -0.2166 -0.1054
S 6.3184 0.0755 0.8591 -0.0038
H 1.4156 4.1002 0.4224 -0.0020
H 2.2838 0.2355 -2.3656 0.0005
H -0.2663 3.5245 0.2660 0.0069
C -7.1219 -0.8802 -0.0151 0.0030
C 1.8722 1.1440 -2.7930 0.0117
C 4.6784 1.5429 2.0235 0.0201
H -7.4606 2.4855 0.1862 0.0029
H 2.2973 0.5696 -4.8127 0.0003
H 6.0727 3.0786 -0.8159 0.0054
H 3.0763 3.1738 2.1275 -0.0209
N 3.6646 0.3289 0.2674 0.0332
H 2.6230 -2.9241 0.3729 0.0012
C -0.0195 -3.0015 -0.6351 0.1446
H 1.4091 -4.5980 -0.7234 -0.0022
H 4.9943 1.4011 3.0526 0.0086
C 1.3533 2.1317 -1.9504 -0.0295
H 0.4324 4.3898 -4.3003 0.0002
H -3.3338 -3.2905 -1.2772 0.0035
H 1.7390 -0.5830 2.2522 0.0129
C 3.0747 1.7146 0.3576 -0.0427
```

Charge: +1
Relative energy (zero: lowest compared OMol25 entry of this formula, charge and spin), kJ/mol: 358.3
2S+1: 5
Energy, Ha: -2466.983239
LUMO (spin up / spin down), eV: -2.33 / -5.04